# 1
Entry from the OMol25 dataset: a structure of composition C48H40N4O3P2SZn in a non-equilibrium geometry (ωB97M-V/def2-TZVPD).

Positions of all 99 atoms, in Å:
1 Zn 0.431 -0.957 1.662
2 C 2.820 2.187 -0.380
3 N 1.878 3.027 -1.082
4 C 0.667 2.397 -1.587
5 P -0.358 1.418 0.248
6 C -2.012 1.283 -0.634
7 C -2.328 1.998 -1.794
8 C -3.570 1.889 -2.405
9 C -4.550 1.061 -1.878
10 C -4.258 0.336 -0.732
11 C -3.010 0.441 -0.135
12 C -0.384 3.155 0.926
13 C 0.629 3.508 1.817
14 C 0.764 4.810 2.276
15 C -0.162 5.775 1.908
16 C -1.226 5.417 1.097
17 C -1.322 4.129 0.586
18 C 2.156 4.354 -1.207
19 C 1.217 5.274 -1.717
20 C 1.509 6.620 -1.814
21 C 2.745 7.128 -1.428
22 C 3.698 6.232 -0.964
23 C 3.424 4.879 -0.866
24 P 2.162 0.652 0.462
25 C 2.205 -0.474 -1.022
26 C 1.043 -1.050 -1.521
27 C 1.074 -1.915 -2.604
28 C 2.274 -2.187 -3.242
29 C 3.440 -1.590 -2.783
30 C 3.407 -0.747 -1.683
31 C 3.843 0.058 1.116
32 C 3.889 -1.295 1.470
33 C 4.991 -1.860 2.079
34 C 6.090 -1.067 2.399
35 C 6.055 0.281 2.091
36 C 4.946 0.837 1.460
37 H 3.273 2.761 0.432
38 H 3.625 1.843 -1.048
39 H 0.972 1.504 -2.144
40 H 0.198 3.067 -2.310
41 H -1.603 2.667 -2.230
42 H -3.778 2.459 -3.304
43 H -5.522 0.985 -2.351
44 H -5.009 -0.306 -0.286
45 H -2.832 -0.131 0.760
46 H 1.289 2.727 2.180
47 H 1.589 5.070 2.930
48 H -0.055 6.798 2.249
49 H -1.980 6.153 0.836
50 H -2.151 3.875 -0.062
51 H 0.235 4.937 -2.008
52 H 0.743 7.293 -2.184
53 H 2.957 8.187 -1.501
54 H 4.681 6.591 -0.679
55 H 4.220 4.223 -0.543
56 H 0.099 -0.783 -1.062
57 H 0.155 -2.377 -2.949
58 H 2.303 -2.857 -4.093
59 H 4.383 -1.782 -3.282
60 H 4.330 -0.314 -1.322
61 H 3.030 -1.921 1.228
62 H 5.004 -2.919 2.310
63 H 6.952 -1.503 2.889
64 H 6.908 0.908 2.330
65 H 4.971 1.895 1.224
66 C -0.660 0.715 1.904
67 C -1.778 0.670 2.793
68 C -2.706 1.750 2.876
69 C -3.698 1.798 3.834
70 C -3.853 0.776 4.767
71 C -2.992 -0.314 4.691
72 C -1.995 -0.369 3.736
73 H -2.619 2.557 2.166
74 H -4.373 2.648 3.852
75 H -4.627 0.825 5.524
76 H -3.102 -1.130 5.398
77 H -1.346 -1.242 3.696
78 O -1.233 -9.856 -0.486
79 S -2.541 -9.948 -1.108
80 O -2.566 -10.698 -2.353
81 O -3.637 -10.237 -0.190
82 C -2.961 -8.240 -1.592
83 N -3.971 -8.088 -2.449
84 C -4.308 -6.841 -2.737
85 C -3.668 -5.739 -2.195
86 C -2.634 -6.000 -1.301
87 N -2.292 -7.257 -1.012
88 C -1.850 -4.939 -0.641
89 C -2.237 -3.599 -0.622
90 C -1.428 -2.674 0.006
91 N -0.278 -2.976 0.606
92 C 0.089 -4.262 0.595
93 C -0.648 -5.260 -0.006
94 H -5.128 -6.719 -3.438
95 H -3.951 -4.734 -2.476
96 H -3.162 -3.265 -1.073
97 H -1.710 -1.628 0.019
98 H 1.032 -4.488 1.080
99 H -0.327 -6.292 0.004

Values from the calculation:
HOMO energy = -0.89 eV
LUMO energy = 0.12087 Eh
total charge = -2
electronic energy = -140355.6606 eV
gap between HOMO and LUMO = 4.17 eV

# 2
Entry from the OMol25 dataset: a structure of composition C48H40N8O25S2V in a non-equilibrium geometry (ωB97M-V/def2-TZVPD).

Positions of all 124 atoms, in Å:
1 O 17.547 0.113 17.155
2 V 17.710 -0.361 15.703
3 S 19.412 -2.379 14.958
4 O 20.766 -2.716 15.288
5 O 19.360 -0.971 14.646
6 O 19.273 -3.180 13.793
7 O 18.440 -2.402 16.078
8 S 15.366 0.604 14.682
9 O 16.385 1.392 15.350
10 O 14.707 1.157 13.506
11 O 16.017 -0.591 14.423
12 O 14.319 0.269 15.642
13 C 12.806 5.030 17.847
14 C 13.549 6.127 18.226
15 C 14.877 5.878 18.559
16 C 15.498 4.674 18.527
17 C 14.676 3.615 17.991
18 C 13.294 3.736 17.700
19 N 16.881 4.378 18.929
20 O 17.488 3.299 18.688
21 O 17.510 5.320 19.558
22 H 11.828 5.435 17.633
23 H 12.965 7.031 18.139
24 H 15.573 6.664 18.812
25 H 15.202 2.705 17.744
26 H 12.625 3.040 17.217
27 C 18.817 5.354 12.102
28 C 19.941 4.552 11.862
29 C 20.172 3.497 12.683
30 C 19.366 3.136 13.763
31 C 18.181 3.831 13.872
32 C 17.974 4.999 13.139
33 N 19.724 1.989 14.621
34 O 18.967 1.621 15.533
35 O 20.822 1.403 14.480
36 H 18.486 6.223 11.553
37 H 20.600 4.788 11.040
38 H 20.958 2.814 12.397
39 H 17.445 3.479 14.578
40 H 17.156 5.652 13.406
41 C 10.630 3.882 20.821
42 C 10.348 2.712 20.125
43 C 11.292 1.662 20.097
44 C 12.565 1.897 20.714
45 C 12.891 3.156 21.277
46 C 11.858 4.063 21.400
47 N 13.655 0.845 20.677
48 O 13.449 -0.272 20.225
49 O 14.795 1.345 20.872
50 H 9.956 4.724 20.883
51 H 9.403 2.592 19.616
52 H 11.190 0.736 19.550
53 H 13.899 3.357 21.607
54 H 12.128 4.945 21.963
55 C 15.505 -1.930 10.276
56 C 16.165 -2.291 11.413
57 C 17.347 -2.940 11.310
58 C 17.652 -3.476 10.056
59 C 16.858 -3.172 8.909
60 C 15.776 -2.369 9.057
61 N 18.870 -4.382 9.872
62 O 19.603 -4.537 10.841
63 O 19.224 -4.689 8.731
64 H 14.506 -1.529 10.366
65 H 15.685 -2.133 12.367
66 H 17.816 -3.331 12.200
67 H 16.945 -3.599 7.920
68 H 15.196 -2.064 8.199
69 C 16.829 1.675 10.090
70 C 17.124 1.245 11.381
71 C 18.248 0.503 11.622
72 C 19.212 0.313 10.530
73 C 18.925 0.747 9.228
74 C 17.630 1.360 9.025
75 N 20.537 -0.287 10.848
76 O 21.578 0.005 10.303
77 O 20.493 -1.205 11.569
78 H 15.919 2.213 9.870
79 H 16.454 1.358 12.221
80 H 18.529 0.103 12.585
81 H 19.764 0.494 8.596
82 H 17.384 1.805 8.072
83 C 14.612 -6.589 14.921
84 C 15.195 -7.735 14.436
85 C 16.568 -7.907 14.296
86 C 17.440 -6.875 14.668
87 C 16.933 -5.705 15.180
88 C 15.518 -5.562 15.274
89 N 18.888 -6.913 14.270
90 O 19.482 -5.849 14.248
91 O 19.362 -7.964 13.762
92 H 13.596 -6.358 15.203
93 H 14.679 -8.684 14.455
94 H 16.727 -8.877 13.850
95 H 17.546 -4.930 15.614
96 H 15.280 -4.655 15.810
97 C 14.838 -4.644 19.538
98 C 13.718 -5.279 19.099
99 C 12.909 -4.899 18.021
100 C 13.287 -3.721 17.341
101 C 14.321 -2.939 17.864
102 C 15.040 -3.450 19.013
103 N 12.609 -3.265 16.081
104 O 11.978 -4.143 15.522
105 O 12.535 -2.082 15.788
106 H 15.373 -5.109 20.353
107 H 13.627 -6.317 19.383
108 H 12.153 -5.635 17.791
109 H 14.711 -2.007 17.484
110 H 15.802 -2.757 19.339
111 C 20.329 0.728 18.305
112 C 21.053 -0.131 17.594
113 C 21.090 -1.490 17.886
114 C 20.250 -2.089 18.856
115 C 19.467 -1.140 19.664
116 C 19.538 0.259 19.363
117 N 20.192 -3.500 19.128
118 O 21.217 -4.166 18.856
119 O 19.243 -3.950 19.802
120 H 20.285 1.768 18.019
121 H 21.800 0.253 16.916
122 H 21.772 -2.122 17.336
123 H 18.861 -1.622 20.417
124 H 18.781 0.885 19.812

Values from the calculation:
expectation value of S² = 0.7698
HOMO energy (alpha / beta) = -3.09 / -3.11 eV
2S+1 = 2
LUMO energy (alpha / beta) = 0.08768 / 0.08768 Eh
total charge = -2
electronic energy = -160867.6167 eV
gap between HOMO and LUMO (alpha / beta) = 5.48 / 5.49 eV

It is found that the energy above the lowest of the compared OMol25 structures with the same formula, charge and spin values, taken in the order of the records, are 0.00, 561.33 kJ/mol.